{"formula": "C41H124N8O17", "method": "ωB97M-V/def2-TZVPD", "elements": ["C", "C", "C", "O", "C", "N", "H", "H", "H", "H", "H", "H", "H", "H", "H", "H", "H", "C", "C", "C", "O", "C", "N", "H", "H", "H", "H", "H", "H", "H", "H", "H", "H", "H", "C", "C", "C", "O", "C", "N", "H", "H", "H", "H", "H", "H", "H", "H", "H", "H", "H", "C", "C", "C", "O", "C", "N", "H", "H", "H", "H", "H", "H", "H", "H", "H", "H", "H", "C", "C", "C", "O", "C", "N", "H", "H", "H", "H", "H", "H", "H", "H", "H", "H", "H", "C", "C", "C", "O", "C", "N", "H", "H", "H", "H", "H", "H", "H", "H", "H", "H", "H", "C", "C", "C", "O", "C", "N", "H", "H", "H", "H", "H", "H", "H", "H", "H", "H", "H", "C", "C", "C", "O", "C", "N", "H", "H", "H", "H", "H", "H", "H", "H", "H", "H", "H", "C", "O", "H", "H", "H", "H", "C", "O", "H", "H", "H", "H", "C", "O", "H", "H", "H", "H", "C", "O", "H", "H", "H", "H", "C", "O", "H", "H", "H", "H", "C", "O", "H", "H", "H", "H", "C", "O", "H", "H", "H", "H", "C", "O", "H", "H", "H", "H", "C", "O", "H", "H", "H", "H"], "xyz": [[2.766637, -1.447728, -6.480158], [2.902377, -0.631104, -5.208967], [4.200061, 0.153929, -5.185710], [4.435936, 0.600040, -3.849402], [5.686179, 1.220738, -3.703669], [1.735530, 0.276015, -5.109155], [2.808162, -0.839879, -7.388536], [1.801239, -1.949902, -6.499140], [3.550779, -2.208760, -6.568372], [2.906188, -1.314980, -4.360035], [4.145646, 1.026225, -5.857320], [5.075788, -0.406572, -5.547693], [6.504732, 0.545763, -3.979651], [5.805706, 1.462079, -2.646551], [5.761529, 2.139138, -4.297943], [1.506149, 0.417385, -4.130067], [1.955420, 1.193863, -5.478101], [0.256525, -4.352541, -6.110935], [-0.563702, -5.575606, -5.780762], [-0.692457, -5.731948, -4.286393], [0.593202, -5.922842, -3.717547], [0.565631, -6.012540, -2.331333], [-1.923765, -5.317348, -6.291405], [0.533216, -4.306289, -7.167855], [1.215771, -4.319078, -5.590582], [-0.335458, -3.488855, -5.805499], [-0.199500, -6.507798, -6.224825], [-1.340337, -6.601410, -4.086381], [-1.155801, -4.847640, -3.831905], [0.231033, -5.082377, -1.855495], [1.570408, -6.244004, -1.962734], [0.002147, -6.873833, -1.933752], [-2.519709, -6.128574, -6.180933], [-1.907328, -5.050774, -7.265905], [5.307873, 0.368278, 0.228167], [4.783652, -1.037408, 0.316141], [4.227035, -1.517222, -1.002810], [3.629786, -2.776641, -0.860044], [3.117903, -3.211981, -2.103055], [5.850283, -1.960734, 0.726911], [6.166305, 0.424350, -0.439470], [5.606140, 0.737303, 1.209684], [4.500605, 1.041546, -0.080327], [3.966204, -1.106398, 1.056963], [5.082560, -1.548434, -1.697536], [3.494031, -0.784759, -1.362254], [2.984746, -4.294455, -2.023309], [3.976360, -3.137991, -2.786614], [2.188173, -2.800412, -2.492555], [5.565562, -2.922248, 0.599183], [6.144505, -1.825101, 1.684748], [-7.455457, 1.217538, -4.134608], [-6.576739, 0.436239, -3.202187], [-5.316119, 1.223600, -2.845954], [-4.515128, 0.424158, -2.004761], [-3.606426, 1.172765, -1.239474], [-7.322292, -0.015079, -2.014237], [-7.662185, 2.232475, -3.768872], [-8.397405, 0.706729, -4.319561], [-6.969498, 1.411957, -5.095825], [-6.240078, -0.462869, -3.734407], [-5.666006, 2.127409, -2.318349], [-4.756356, 1.548364, -3.731242], [-4.023935, 2.151845, -0.982849], [-2.636967, 1.297457, -1.737800], [-3.425164, 0.669843, -0.284379], [-7.726324, 0.805805, -1.565687], [-6.621103, -0.353760, -1.358289], [4.367166, 0.695879, 6.568837], [4.421903, -0.438836, 5.531902], [3.092721, -0.702217, 4.857724], [2.246045, -1.280582, 5.806591], [0.880466, -1.420215, 5.457266], [5.485104, -0.240020, 4.540296], [3.764386, 0.376938, 7.415529], [3.959462, 1.593147, 6.087088], [5.371559, 0.948958, 6.912247], [4.655064, -1.333418, 6.127867], [3.267023, -1.416826, 4.034600], [2.697528, 0.239125, 4.443131], [0.403402, -1.676867, 6.406379], [0.794058, -2.296856, 4.809644], [0.398697, -0.515488, 5.091074], [5.101789, -0.130149, 3.610706], [6.002391, 0.605921, 4.741900], [0.017234, -1.373232, -1.388334], [0.115324, -1.231280, 0.110517], [0.196851, 0.206111, 0.578102], [0.433542, 0.204660, 1.959194], [0.536722, 1.492937, 2.505384], [-0.967694, -2.004355, 0.775173], [0.023022, -2.422021, -1.694698], [0.828139, -0.882930, -1.926321], [-0.952252, -0.975015, -1.709415], [1.044972, -1.730867, 0.426694], [-0.710563, 0.749995, 0.270116], [1.059874, 0.615062, 0.030296], [1.469910, 1.949788, 2.155254], [0.599796, 1.396844, 3.589978], [-0.311507, 2.177743, 2.369416], [-1.308427, -2.718943, 0.145291], [-0.624482, -2.459497, 1.613471], [-3.732240, 3.012273, 8.380745], [-3.440888, 3.268667, 6.898026], [-2.676570, 2.108215, 6.266815], [-1.456115, 1.744022, 6.878460], [-0.388886, 2.646766, 6.641634], [-4.666619, 3.591802, 6.161805], [-4.172946, 3.910398, 8.820628], [-2.785311, 2.903367, 8.909531], [-4.392938, 2.153998, 8.500506], [-2.822535, 4.176556, 6.888524], [-2.449378, 2.430668, 5.236015], [-3.293410, 1.208619, 6.212141], [-0.478746, 3.151109, 5.673534], [0.525278, 2.055554, 6.670710], [-0.359619, 3.404436, 7.430798], [-4.548944, 3.437292, 5.161202], [-5.418708, 2.965733, 6.434910], [2.839018, 3.457156, -0.768393], [2.103533, 2.905576, -1.991208], [2.517445, 3.688033, -3.227588], [1.843536, 3.291714, -4.401155], [0.509557, 3.770407, -4.503577], [2.316297, 1.466777, -2.204180], [2.631297, 2.897471, 0.140365], [2.562490, 4.509843, -0.665824], [3.921431, 3.457103, -0.947387], [1.025614, 3.060161, -1.844373], [3.582489, 3.531040, -3.422712], [2.368510, 4.763485, -3.045021], [0.107743, 3.362543, -5.425803], [0.515312, 4.865395, -4.583075], [-0.077654, 3.477328, -3.630592], [3.117246, 1.342992, -2.832147], [2.630292, 1.013825, -1.352096], [-4.438459, -3.139692, -2.423783], [-3.703505, -3.934439, -3.363199], [-3.760686, -2.720494, -1.677323], [-4.892019, -2.282434, -2.933260], [-5.238836, -3.718139, -1.972592], [-3.575294, -3.437199, -4.175821], [-2.306811, -0.244632, -4.362087], [-1.690600, -0.765812, -5.529645], [-2.818145, 0.699913, -4.597828], [-3.113627, -0.915233, -4.071106], [-1.604219, -0.082175, -3.544482], [-0.979846, -0.168532, -5.786484], [-1.516772, -4.520761, 3.959359], [-0.128851, -4.264529, 3.644910], [-1.772320, -5.524118, 3.620870], [-1.583931, -4.402365, 5.043127], [-2.119731, -3.772804, 3.459725], [0.425550, -4.936451, 4.049366], [-2.279654, -1.033104, 3.924830], [-2.593143, -0.431101, 2.703909], [-3.014249, -1.809101, 4.169217], [-1.259234, -1.395492, 4.063300], [-2.411807, -0.293529, 4.725176], [-1.974497, -0.629128, 1.982361], [4.237747, 3.823346, 2.954524], [3.005781, 3.977334, 3.645404], [4.557324, 2.779603, 3.046441], [4.144964, 3.961835, 1.874537], [5.007232, 4.448767, 3.406989], [2.399405, 4.405649, 3.033011], [-2.307276, -5.896368, 0.483915], [-3.469197, -5.821231, -0.309645], [-1.444226, -6.290063, -0.064035], [-2.101425, -4.877496, 0.814400], [-2.379302, -6.564559, 1.348107], [-3.385678, -6.216310, -1.179708], [-1.801701, 4.347588, -0.623585], [-1.850180, 5.779805, -0.427846], [-1.614567, 3.971222, 0.378041], [-2.670720, 4.046886, -1.206144], [-0.944356, 4.225347, -1.285680], [-2.456865, 6.070785, 0.256865], [-3.510316, 3.157989, 2.419800], [-4.903199, 3.325475, 2.709158], [-2.993400, 4.106341, 2.299656], [-3.035348, 2.543193, 3.187193], [-3.427122, 2.603633, 1.478699], [-5.293612, 2.459173, 2.560023], [0.262842, 5.336480, 2.588696], [1.235148, 4.927689, 1.615095], [0.442028, 6.402920, 2.735599], [-0.766776, 5.148758, 2.274203], [0.392530, 4.814989, 3.535992], [1.153639, 5.573754, 0.906991]], "forces_ev_per_angstrom": [[0.2314, -0.4168, -0.3931], [-0.4299, 0.5866, -0.6676], [0.4045, 0.2058, 0.0807], [0.1877, -0.2883, -0.5433], [0.2675, 0.0648, 0.2619], [-0.0789, -0.5448, 0.3423], [0.0545, 0.1950, 0.1394], [-0.0159, -0.0101, 0.1239], [-0.0529, 0.0665, 0.0620], [-0.0801, 0.0595, 0.1297], [-0.2159, -0.0124, 0.0624], [-0.1826, -0.2900, 0.2437], [-0.0485, 0.0129, -0.0962], [-0.0362, 0.0937, -0.0418], [-0.0095, -0.0291, -0.0279], [0.0683, 0.2252, -0.0424], [0.0903, -0.0073, 0.0781], [0.7366, -0.0021, -0.1211], [-0.7643, 0.2757, -0.3800], [0.0678, -0.2352, 0.4264], [-0.0280, -0.2839, -0.3429], [0.5078, -0.5136, 0.8831], [-0.1210, 0.0282, 0.3431], [-0.3885, 0.1318, -0.0682], [-0.1372, -0.1822, 0.2232], [0.0922, 0.1922, -0.2167], [0.5473, 0.1090, 0.1665], [0.0727, 0.0750, 0.2043], [-0.1425, 0.0110, -0.1900], [-0.1631, -0.0577, -0.0150], [0.1107, 0.3734, -0.2990], [-0.4828, 0.2625, -0.3680], [-0.0040, 0.0010, -0.1185], [0.0295, -0.0825, -0.0477], [-0.3689, 0.4144, 0.2386], [-0.1626, -1.2094, 0.9610], [0.3593, 0.7351, 0.1925], [-0.7127, 0.2506, 0.0885], [1.5212, -1.7019, -0.1343], [0.2805, 0.2140, -0.4517], [-0.0380, 0.0707, -0.0938], [0.2216, -0.1098, 0.0804], [0.2011, 0.0226, -0.2505], [-0.1049, 0.3629, -0.1937], [-0.2484, -0.1153, -0.2281], [0.0396, -0.0800, -0.1869], [-0.3016, 0.0964, 0.1798], [-0.5642, 0.3259, -0.5867], [0.1177, 0.6265, 0.2678], [-0.1095, -0.0035, 0.1156], [-0.1022, 0.0155, 0.0463], [-0.1075, 0.8491, -0.5216], [0.4259, -0.5737, -0.0624], [-0.6275, 0.1295, 0.0645], [-0.0454, 0.1140, 0.1224], [0.2280, 0.0199, 0.5634], [0.4955, 0.4091, -0.1555], [-0.1749, -0.2190, 0.3113], [-0.0202, -0.0221, 0.0400], [0.0458, -0.3339, 0.0171], [-0.0979, -0.0414, 0.1167], [0.2590, -0.0171, 0.0721], [-0.0538, -0.0735, -0.0793], [0.0564, 0.0692, -0.1454], [-0.0939, 0.1114, -0.1331], [-0.0182, -0.2381, -0.1676], [-0.0932, -0.0719, -0.0399], [-0.1778, -0.1578, 0.0368], [-0.0831, -0.0267, -0.8594], [0.5259, -0.0968, 0.9226], [0.2343, -0.2211, -0.3009], [-0.1598, 0.5998, 0.4769], [0.5139, -0.8458, 0.8267], [-0.1016, 0.1455, -0.0719], [-0.1035, 0.2186, 0.0323], [-0.1343, -0.0026, 0.2535], [0.0243, -0.1522, 0.1039], [-0.0176, -0.0940, -0.3326], [-0.1109, 0.1765, -0.1149], [-0.1351, -0.0961, 0.0162], [-0.2009, 0.0364, -0.1128], [-0.4004, 0.3576, -0.4243], [0.2445, 0.1228, -0.3324], [-0.0675, 0.0127, -0.1007], [0.0420, -0.0087, -0.0162], [-0.6246, 0.0574, -0.2527], [0.6148, -1.5627, 0.7242], [0.3352, -0.6112, -0.7437], [-0.7901, 0.1052, 0.0883], [0.5908, 0.2382, 0.7080], [-0.0856, 0.8336, -0.2216], [0.0286, -0.0496, 0.1788], [-0.0853, 0.2559, 0.0820], [0.1578, 0.1067, -0.1753], [0.1978, 0.4244, -0.1295], [0.0094, 0.1154, 0.3175], [-0.1478, 0.3959, 0.1538], [-0.1723, 0.3182, 0.0060], [0.2138, -0.2124, 0.0171], [-0.1174, -0.3048, -0.6558], [-0.0715, -0.0298, 0.0727], [0.0713, -0.0376, -0.0465], [0.1946, 0.7201, -0.4153], [-0.0763, 0.2096, 0.8001], [0.3262, 0.4297, -0.5964], [-0.1485, -0.0074, -0.0965], [-0.2243, -0.1708, 0.4045], [0.0266, -0.3965, -0.0795], [-0.3439, -0.1646, -0.1039], [-0.0611, -0.5233, 0.0002], [0.0934, -0.0734, 0.2312], [0.1552, -0.1766, -0.2605], [-0.1201, -0.2619, -0.0503], [-0.0765, 0.0403, 0.1633], [-0.0161, -0.0903, -0.0612], [0.0983, 0.1312, -0.0272], [0.1251, 0.0817, -0.0882], [0.0077, 0.2249, 0.0491], [0.0533, 0.0221, 0.1002], [0.2091, 0.4016, -0.7607], [-0.1574, -0.3692, 0.4098], [-0.0855, 0.1030, 0.0115], [-0.1081, -0.0174, -0.2141], [0.6574, 0.2340, 0.1166], [0.4769, 0.1830, -0.1627], [-0.1670, 0.0956, 0.0539], [-0.0413, -0.0803, 0.3957], [-0.0376, -0.1919, 0.0358], [0.0810, 0.0428, 0.1215], [0.0021, -0.0444, 0.0250], [-0.0175, -0.0486, -0.0219], [-0.1860, -0.1230, 0.0739], [-0.0880, -0.0363, 0.0691], [-0.2067, -0.0834, -0.1499], [-0.3813, -0.0708, 0.0213], [-0.2660, 0.1949, 0.1737], [0.2705, 0.5914, -0.7591], [-0.1816, -0.1497, 0.3186], [-0.1016, -0.1962, 0.2138], [-0.0760, -0.0788, 0.0981], [0.1461, -0.1923, 0.1381], [0.0613, -0.0708, 0.0091], [-0.4473, 0.3860, -0.6567], [-0.0567, -0.0647, 0.1830], [0.2022, 0.0859, 0.1465], [0.2505, -0.2269, 0.1887], [-0.0059, -0.1151, 0.0470], [0.2231, -0.1230, 0.0768], [1.4411, -0.1195, 0.3858], [-0.3398, 0.3050, -0.5723], [-0.3407, 0.0171, 0.1635], [-0.6639, -0.2049, -0.0392], [-0.0014, 0.0106, -0.0927], [-0.1278, -0.0579, 0.0481], [-0.3471, 0.2936, 0.9456], [-0.2157, 0.7274, -0.5037], [0.2285, -0.2489, -0.1710], [-0.0724, -0.1959, -0.5628], [0.0673, 0.0951, -0.1156], [0.0356, -0.6150, 0.3476], [-0.0721, -0.8363, 0.1617], [0.1101, 0.0288, -0.1307], [0.0744, -0.0007, 0.2279], [-0.0222, 0.4950, 0.0790], [0.0346, 0.1711, -0.2510], [0.0456, 0.0263, -0.1316], [0.6053, -0.0799, -0.4441], [-0.6516, -0.1013, 0.2319], [-0.0234, 0.3069, -0.1442], [0.2555, -0.1209, 0.2296], [-0.5537, 0.1254, 0.0260], [0.3680, -0.0610, 0.0800], [0.2851, 2.0747, 0.0194], [0.4177, 0.4184, -0.5505], [-0.2640, -1.1485, -0.3615], [-0.2287, -0.5367, 0.6043], [0.1428, -0.3200, 0.2739], [-0.2136, -0.4834, 0.0115], [-0.4141, -0.9405, -0.3750], [0.4539, 0.2881, 0.0490], [-0.3087, 0.2333, 0.2430], [0.1904, 0.1572, 0.0038], [0.2800, 0.1057, 0.0098], [-0.1497, 0.0471, 0.0824], [0.1086, 0.5259, -0.1241], [-0.5314, -0.3121, 0.3145], [-0.5042, 0.0201, 0.4089], [0.0714, 0.0908, -0.2332], [0.3743, -0.1232, -0.1236], [0.1636, -0.1377, -0.1568]], "lumo_energy_ev": 0.259, "charge": 0, "e_above_lowest_kcal_mol": 0.0, "energy_ev": -91248.360, "max_force_ha_per_bohr": 0.04447}